{
  "formula": "C5H8N",
  "method": "wB97M-V/def2-TZVPD",
  "species": ["C", "C", "C", "C", "C", "N", "H", "H", "H", "H", "H", "H", "H", "H"],
  "coordinates": [[-0.77810, -0.11983, -0.69272], [-0.54878, 1.41762, -0.75984], [0.38097, -0.79252, -0.11571], [1.08556, 0.88655, 0.71003], [0.31950, -1.60505, 0.94880], [0.45271, 1.68937, 0.15379], [-1.30138, -0.70286, -1.49539], [-1.49932, -0.13021, 0.13649], [-1.58189, 1.92258, -0.40611], [-0.20678, 1.74699, -1.68756], [1.13542, -1.16249, -0.81769], [1.86328, 0.84178, 1.39458], [1.11475, -2.42662, 0.93310], [-0.43594, -1.56531, 1.69821]],
  "atomic_forces_ev_per_a": [[-2.36, 0.28, 1.42], [-4.09, 0.18, 0.14], [1.20, -1.28, -1.82], [1.01, -1.23, 0.93], [1.80, -1.75, -0.07], [-0.65, 1.54, -0.18], [0.92, 1.01, 0.24], [-0.31, -0.41, -0.20], [2.59, -0.68, -1.22], [0.10, 0.89, -1.69], [0.17, 0.66, -0.03], [1.32, -0.43, 1.08], [-1.18, 1.27, 0.87], [-0.51, -0.06, 0.53]],
  "total_charge": 1,
  "homo_ev": -15.75,
  "energy_ev": -6793.9683,
  "e_above_lowest_kcal_mol": 95.0,
  "gap_ev": 9.735,
  "e_lumo_ha": -0.2210
}